1.
A cluster of 2 separate species, C5H13NO2 in total, computed with ωB97M-V/def2-TZVPD.

Its net charge is 0. For the frontier orbital gap, the calculation gives 10.6 eV. Its SMILES is CC[C@@H](C)NC=O.O. As for the total energy: -403.5441 a.u.

Last column: Mulliken charge in e.
Positions of all 21 atoms, in Å:
C -1.08720 2.54613 1.38831  -0.075
N -1.37898 1.42982 0.64694  -0.230
C -0.60587 -2.15928 0.41883  -1.282
C -0.93802 -0.82083 -0.24680  -0.558
C -0.32036 0.45290 0.36562  0.631
C 0.78339 1.03888 -0.51471  -1.368
O -0.07717 2.72194 2.02858  -0.526
H -1.90266 3.27755 1.35744  0.375
H -2.13157 1.46656 -0.00773  0.252
H -0.76699 -2.11111 1.47814  0.369
H -1.20159 -2.91362 -0.09597  0.376
H 0.42141 -2.54785 0.33096  0.274
H -0.69195 -0.84121 -1.30263  0.354
H -2.04328 -0.78192 -0.20995  0.290
H 0.15501 0.20083 1.30763  0.179
H 0.93888 2.05997 -0.15123  0.409
H 0.50280 1.13429 -1.56969  0.303
H 1.75360 0.55070 -0.46990  0.206
H 2.37375 -1.29276 -1.04955  0.321
H 3.57461 -1.61024 -1.89089  0.316
O 2.64217 -1.80074 -1.81338  -0.617

2.
A cluster of 2 separate species, C5H13NO2 in total, computed with ωB97M-V/def2-TZVPD.

Its net charge is 0. For the frontier orbital gap, the calculation gives 9.2 eV. Its SMILES is CNCCCC=O.O. As for the total energy: -403.4267 a.u.

Last column: Mulliken charge in e.
Positions of all 21 atoms, in Å:
O -2.35934 -2.07406 1.58424  -0.490
C -2.60109 -1.42952 0.57522  -0.173
C -1.43982 -1.52564 -0.40411  -0.508
C -0.92977 -0.07310 -0.81374  -0.583
C -0.37157 0.87550 0.28807  -0.437
C 1.74536 2.35153 0.51285  -0.802
N 0.48801 1.89743 -0.34326  -0.429
H -3.34232 -0.74383 0.55465  0.490
H -0.70041 -2.34645 -0.19913  0.188
H -1.88177 -2.04061 -1.29267  0.396
H -1.74990 0.58625 -1.39206  0.235
H -0.11804 -0.37447 -1.57154  0.282
H -1.07586 1.46955 0.87335  0.337
H 0.11508 0.25949 1.07589  0.346
H 1.67483 3.42821 0.42389  0.295
H 1.76055 1.87321 1.47754  0.318
H 2.71164 2.03943 0.04929  0.251
H 0.91821 1.51213 -1.26282  0.280
H 2.62874 -2.62419 0.25689  0.301
H 2.60288 -1.14708 -0.40988  0.329
O 1.92459 -1.91377 0.01734  -0.625

3.
The molecule C5H13NO2, computed with ωB97M-V/def2-TZVPD.

Its net charge is 0. For the frontier orbital gap, the calculation gives 10.0 eV. Its SMILES is C[C@](O)(CN)CCO. As for the total energy: -403.5271 a.u.

Last column: Mulliken charge in e.
Positions of all 21 atoms, in Å:
C -0.34303 -0.18428 -0.10710  1.154
C 1.16779 0.68354 1.81186  -0.487
C 0.55786 0.94671 0.35871  -0.938
C -0.85476 0.24533 -1.57603  -0.932
C 0.36845 -1.53063 -0.17048  -1.568
N -1.59406 -0.84350 -2.18334  -0.596
O -1.51167 -0.25814 0.68206  -0.592
O 1.62840 1.85377 2.44879  -0.541
H -1.31219 -0.72653 1.49876  0.422
H 2.24987 2.29536 1.85788  0.316
H -2.38230 -1.08095 -1.58888  0.216
H -1.92747 -0.57518 -3.10210  0.230
H 0.43666 0.26940 2.51059  0.295
H 1.99165 -0.04033 1.72990  0.246
H -0.00800 1.87825 0.39585  0.308
H 1.38851 1.06434 -0.33914  0.442
H -1.48074 1.13883 -1.43421  0.413
H -0.01771 0.51331 -2.22484  0.429
H 0.39866 -2.00563 0.80902  0.402
H -0.14630 -2.20426 -0.84923  0.464
H 1.39038 -1.43942 -0.52806  0.314

4.
A structure of composition C5H13NO2, computed with ωB97M-V/def2-TZVPD.

Its net charge is 0. For the frontier orbital gap, the calculation gives 7.9 eV. As for the total energy: -403.4094 a.u.

Last column: Mulliken charge in e.
Positions of all 21 atoms, in Å:
C -0.67205 -0.54304 0.27763  0.405
C -0.11636 0.49641 -1.46316  0.075
C 0.65238 -0.17085 0.69619  -0.735
C 0.70470 -1.16831 2.35899  -1.086
C 0.06125 1.97478 -1.69565  -1.476
N -1.75663 -0.05868 0.94886  -0.423
O -0.86025 -1.74807 -0.30870  -0.558
O 0.95512 -0.29597 -2.01756  -0.575
H -0.18100 -1.80619 -1.02993  0.451
H 1.68330 0.25355 -2.32787  0.293
H -0.96881 0.17347 -2.07870  0.313
H -1.66621 0.10253 1.93889  0.226
H -2.64694 -0.42749 0.64994  0.253
H 0.79079 0.83335 1.06412  0.295
H 1.49399 -0.67205 0.24303  0.401
H 0.14961 -0.64554 3.13765  0.351
H 1.76742 -1.20097 2.59329  0.355
H 0.32533 -2.17947 2.21452  0.305
H 0.20798 2.22510 -2.75405  0.399
H 0.90445 2.36175 -1.11188  0.385
H -0.82807 2.49570 -1.33560  0.344

5.
A cluster of 3 separate species, C5H13NO2 in total, computed with ωB97M-V/def2-TZVPD.

Its net charge is 0. For the frontier orbital gap, the calculation gives 8.1 eV. Its SMILES is C=CC/C=C/N.O.O. As for the total energy: -403.4339 a.u.

Last column: Mulliken charge in e.
Positions of all 21 atoms, in Å:
C -1.50768 -0.09354 -1.39700  -0.678
C -2.06514 -0.51046 -0.27871  0.203
N -3.35310 -1.03170 -0.21508  -0.467
C -0.26891 0.84337 -1.42627  -0.240
C 0.30783 1.41696 -0.21082  0.082
C 1.51600 2.00139 -0.29322  -1.293
H -2.05770 -0.11511 -2.38325  0.182
H -1.57638 -0.55710 0.75918  0.162
H -3.63146 -1.18943 0.74975  0.195
H -3.80350 -1.49354 -0.97330  0.190
H -0.33459 1.67454 -2.16235  0.378
H 0.53001 0.29458 -2.02310  0.279
H -0.15766 1.37315 0.76080  0.324
H 1.85672 2.35072 0.69930  0.315
H 2.01625 2.22540 -1.18135  0.346
H 0.86175 -1.34467 3.64346  0.319
H 2.26363 -2.24815 3.20444  0.308
O 1.69819 -1.51243 3.21389  -0.625
H 2.82419 -0.22506 0.39410  0.302
H 2.38924 -1.40913 -0.43208  0.272
O 2.49230 -0.44980 -0.44838  -0.553

6.
A structure of composition C5H13NO2, computed with ωB97M-V/def2-TZVPD.

Its net charge is 0. For the frontier orbital gap, the calculation gives 9.4 eV. As for the total energy: -403.3867 a.u.

Last column: Mulliken charge in e.
Positions of all 21 atoms, in Å:
C 0.85860 -0.45041 0.02360  -0.022
C 1.44723 -0.08207 1.39016  -1.235
C 1.72353 0.00941 -1.14429  -1.307
H 0.86280 -1.54522 -0.00961  0.404
H -0.06346 1.11578 0.15436  0.377
H 2.75046 -0.36388 -1.06071  0.445
H 0.80810 -0.43073 2.20709  0.285
H 2.44445 -0.51627 1.52522  0.399
H 1.54445 1.00356 1.49672  0.353
H 1.32858 -0.36835 -2.09142  0.319
H 1.75414 1.10234 -1.19846  0.290
C -1.73128 -1.18089 0.62756  -1.348
N -1.12426 1.52402 0.01625  -0.375
C -0.98440 -0.37787 -0.39864  0.916
O -1.30522 2.14127 -1.25158  -0.387
O -1.21651 -0.43003 -1.60038  -0.760
H -1.27806 1.37399 -1.87422  0.359
H -1.99223 1.64031 0.54214  0.282
H -1.24170 -1.21830 1.60089  0.270
H -2.72356 -0.74576 0.77965  0.405
H -1.86167 -2.20092 0.26566  0.331